1.
{"formula": "C22H32FNO4PSi", "method": "wB97M-V/def2-TZVPD", "energy_ev": -52901.091, "largest_force_ev_per_a": 1.62, "homo_lumo_gap_ha": 0.272, "molar_mass_g_mol": 452.559, "lumo_energy_ha": 0.071, "charge": -1, "homo_ev": -5.47, "elements": ["C", "Si", "C", "C", "C", "C", "C", "C", "C", "C", "C", "C", "C", "C", "O", "C", "C", "P", "N", "O", "O", "C", "O", "C", "C", "C", "C", "C", "C", "H", "H", "H", "H", "H", "H", "H", "H", "H", "H", "H", "H", "H", "H", "H", "H", "H", "H", "H", "H", "H", "H", "H", "H", "H", "H", "H", "H", "H", "H", "H", "H", "F"], "coordinates": [[2.183, 4.311, 1.426], [1.622, 2.559, 0.965], [0.785, 1.877, 2.532], [3.054, 1.404, 0.494], [3.068, 0.076, 1.298], [4.103, -0.956, 0.785], [3.478, -2.144, 0.026], [2.849, -1.701, -1.308], [1.746, -2.664, -1.847], [0.731, -1.858, -2.691], [-0.759, -2.145, -2.410], [-1.202, -1.957, -0.991], [-0.489, -1.440, 0.005], [-1.062, -1.360, 1.393], [-0.298, -1.369, 2.349], [-2.550, -1.297, 1.519], [-3.278, -1.782, 0.509], [-5.099, -1.597, 0.739], [-5.905, -1.745, -0.575], [-5.277, -0.158, 1.401], [-5.483, -2.650, 1.902], [-2.621, -2.409, -0.678], [-3.175, -3.224, -1.391], [0.243, 2.603, -0.336], [0.303, 1.813, -1.462], [-0.707, 1.799, -2.392], [-1.786, 2.607, -2.166], [-1.856, 3.430, -1.076], [-0.847, 3.438, -0.148], [1.409, 4.758, 2.058], [2.341, 4.956, 0.557], [3.099, 4.256, 2.022], [-0.187, 2.373, 2.622], [1.397, 2.026, 3.423], [0.554, 0.827, 2.341], [3.092, 1.155, -0.572], [3.981, 1.955, 0.705], [2.076, -0.383, 1.314], [3.309, 0.358, 2.327], [4.611, -1.351, 1.673], [4.870, -0.439, 0.195], [2.770, -2.645, 0.689], [4.320, -2.804, -0.221], [3.593, -1.515, -2.089], [2.370, -0.733, -1.122], [2.264, -3.439, -2.419], [1.274, -3.156, -0.993], [0.897, -2.145, -3.738], [0.878, -0.776, -2.654], [-1.052, -3.121, -2.805], [-1.337, -1.421, -3.004], [0.529, -1.106, -0.166], [-3.057, -0.862, 2.420], [-6.407, -0.876, -0.723], [-4.734, -0.097, 2.287], [-5.152, -2.301, 2.748], [1.192, 1.201, -1.574], [-0.656, 1.157, -3.263], [-2.624, 2.614, -2.856], [-2.701, 4.091, -0.914], [-0.854, 4.059, 0.742], [-4.002, -0.189, 3.481]], "atomic_forces_ev_per_a": [[-0.06, -0.27, -0.24], [-0.59, -0.22, 0.75], [0.04, 0.27, -1.05], [0.03, -0.12, -0.03], [0.29, 0.44, -0.28], [-0.35, 0.03, 0.67], [1.23, 0.75, -0.74], [-0.98, -0.23, 0.62], [0.81, 1.03, 0.29], [-0.41, -1.03, -0.55], [0.38, 0.45, -0.24], [-0.66, -0.35, 0.06], [-0.25, 0.11, 0.07], [0.50, 0.08, 0.12], [-0.46, 0.10, -0.42], [0.79, -0.13, -0.30], [-0.52, -0.26, 0.38], [-0.57, 1.23, -0.53], [0.21, -0.17, 0.02], [0.46, -1.00, -0.36], [0.34, 0.15, -0.03], [-0.34, -0.06, -0.41], [0.39, 0.32, 0.37], [1.08, 0.23, 0.71], [0.90, -0.48, 0.08], [0.19, -0.46, -0.29], [-1.23, 0.07, -1.06], [-0.59, 0.97, 0.80], [0.52, -0.11, 0.39], [0.06, 0.02, -0.10], [0.09, -0.01, 0.12], [-0.04, 0.08, -0.10], [0.16, 0.08, 0.27], [-0.17, -0.18, 0.07], [0.14, -0.02, 0.44], [-0.07, 0.28, 0.02], [-0.02, -0.13, -0.08], [0.06, 0.02, 0.08], [-0.17, -0.26, 0.02], [0.09, -0.08, -0.20], [-0.08, -0.16, -0.12], [-0.06, -0.06, -0.21], [-0.33, -0.39, 0.28], [0.12, -0.06, 0.19], [0.00, -0.09, -0.10], [-0.36, -0.05, -0.14], [-0.11, 0.05, -0.12], [-0.09, 0.26, 0.03], [0.29, -0.11, 0.29], [-0.04, -0.04, 0.34], [-0.05, -0.17, 0.01], [-0.03, -0.05, 0.34], [0.78, -0.18, -0.11], [-0.20, -0.18, -0.07], [-0.03, 0.35, 0.66], [0.00, -0.07, 0.01], [-0.14, -0.12, -0.28], [-0.03, 0.02, -0.02], [0.10, -0.07, -0.07], [-0.11, -0.15, -0.18], [-0.34, 0.12, -0.11], [-0.56, -0.02, 0.02]]}

***

2.
{"formula": "C15H59B4IO18", "method": "wB97M-V/def2-TZVPD", "energy_ev": -64178.868, "largest_force_ev_per_a": 0.76, "homo_lumo_gap_ha": 0.344, "molar_mass_g_mol": 697.771, "lumo_energy_ha": 0.006, "homo_ev": -9.19, "elements": ["C", "B", "O", "B", "I", "O", "B", "C", "B", "O", "O", "O", "H", "H", "H", "H", "H", "H", "H", "C", "O", "H", "H", "H", "H", "C", "O", "H", "H", "H", "H", "C", "O", "H", "H", "H", "H", "C", "O", "H", "H", "H", "H", "C", "O", "H", "H", "H", "H", "C", "O", "H", "H", "H", "H", "C", "O", "H", "H", "H", "H", "C", "O", "H", "H", "H", "H", "C", "O", "H", "H", "H", "H", "C", "O", "H", "H", "H", "H", "C", "O", "H", "H", "H", "H", "C", "O", "H", "H", "H", "H", "C", "O", "H", "H", "H", "H"], "coordinates": [[-1.348, 5.154, 0.414], [-1.439, 3.617, 0.620], [-2.395, 3.047, 1.455], [-2.902, 1.846, 1.050], [-4.675, 1.011, 1.900], [-2.256, 1.136, 0.084], [-0.883, 1.411, 0.048], [0.132, 0.247, 0.147], [1.507, 0.561, 0.886], [2.174, -0.422, 1.541], [2.110, 1.793, 0.858], [-0.556, 2.755, -0.009], [-0.530, 5.596, 0.982], [-1.205, 5.394, -0.637], [-2.285, 5.612, 0.730], [0.396, -0.169, -0.832], [-0.369, -0.570, 0.673], [1.913, -1.293, 1.204], [1.496, 2.522, 0.963], [-1.908, -2.670, -0.696], [-1.123, -3.050, 0.432], [-2.223, -1.640, -0.540], [-1.326, -2.731, -1.617], [-2.796, -3.301, -0.783], [-0.835, -3.958, 0.310], [-3.967, -1.440, -4.030], [-2.979, -2.445, -3.826], [-4.709, -1.556, -3.242], [-3.545, -0.435, -3.960], [-4.457, -1.555, -5.001], [-2.313, -2.354, -4.512], [-5.172, -4.862, -2.418], [-5.900, -4.207, -3.446], [-5.821, -5.635, -2.011], [-4.263, -5.330, -2.802], [-4.903, -4.172, -1.612], [-5.334, -3.523, -3.813], [3.895, -3.452, 0.170], [2.595, -2.855, 0.097], [4.138, -3.561, 1.223], [3.903, -4.432, -0.306], [4.641, -2.815, -0.304], [2.368, -2.746, -0.830], [6.564, -2.231, 2.956], [6.777, -3.357, 2.096], [5.612, -2.391, 3.455], [7.351, -2.146, 3.708], [6.509, -1.303, 2.384], [7.609, -3.224, 1.631], [-7.242, -2.637, 2.609], [-7.211, -1.248, 2.920], [-7.145, -2.723, 1.530], [-6.412, -3.167, 3.081], [-8.185, -3.094, 2.917], [-7.294, -1.156, 3.874], [3.978, 3.034, -1.650], [4.931, 3.714, -2.457], [3.004, 3.171, -2.115], [4.191, 1.963, -1.590], [3.939, 3.439, -0.636], [5.793, 3.593, -2.047], [7.533, 3.973, 0.163], [7.848, 3.067, -0.893], [6.545, 3.705, 0.529], [8.246, 3.891, 0.987], [7.511, 5.008, -0.188], [8.720, 3.288, -1.228], [6.902, -5.163, -1.966], [5.612, -4.586, -2.122], [7.083, -5.248, -0.897], [6.956, -6.160, -2.409], [7.681, -4.534, -2.406], [5.433, -4.504, -3.062], [-8.912, 1.970, 2.128], [-8.085, 1.609, 3.226], [-9.246, 2.991, 2.301], [-8.362, 1.941, 1.184], [-9.790, 1.321, 2.058], [-7.785, 0.708, 3.067], [-7.533, 4.131, -1.365], [-6.922, 3.327, -0.367], [-8.502, 3.686, -1.581], [-7.691, 5.156, -1.020], [-6.946, 4.149, -2.288], [-6.063, 3.703, -0.159], [7.678, -6.136, 4.353], [8.308, -4.895, 4.086], [8.339, -6.703, 5.006], [6.718, -6.003, 4.861], [7.515, -6.713, 3.437], [7.726, -4.388, 3.505], [-1.267, 8.831, -1.943], [-0.687, 7.949, -0.990], [-2.233, 8.412, -2.217], [-1.425, 9.829, -1.526], [-0.653, 8.913, -2.843], [0.168, 8.305, -0.737]], "atomic_forces_ev_per_a": [[-0.46, -0.27, 0.00], [0.43, 0.37, 0.01], [-0.35, 0.17, -0.13], [-0.47, -0.24, 0.06], [0.08, 0.18, -0.05], [0.24, -0.31, 0.38], [0.02, -0.20, -0.73], [0.14, 0.05, 0.36], [-0.03, -0.04, -0.14], [0.14, -0.08, -0.36], [0.17, 0.08, 0.70], [-0.06, -0.12, 0.37], [0.06, 0.08, -0.02], [0.21, 0.07, -0.01], [0.08, 0.19, 0.12], [-0.05, 0.14, -0.15], [-0.02, -0.15, -0.12], [0.19, -0.17, 0.26], [-0.14, 0.16, -0.57], [0.15, -0.18, 0.17], [-0.06, 0.19, 0.02], [0.00, 0.01, 0.00], [-0.10, 0.03, -0.08], [-0.02, 0.04, -0.11], [0.05, -0.03, 0.01], [0.07, 0.00, -0.03], [-0.11, 0.01, 0.02], [0.01, 0.05, 0.03], [-0.02, 0.01, 0.01], [-0.03, 0.04, 0.01], [0.03, -0.04, -0.03], [-0.04, 0.04, -0.06], [-0.01, -0.02, 0.05], [0.00, -0.01, 0.01], [0.01, 0.00, 0.02], [0.01, -0.02, 0.02], [0.07, -0.05, -0.05], [-0.16, 0.15, 0.10], [-0.14, -0.09, 0.03], [-0.01, 0.02, 0.02], [0.04, 0.01, 0.00], [0.06, -0.06, 0.01], [-0.02, -0.02, -0.03], [-0.01, 0.06, -0.14], [0.12, 0.00, 0.24], [-0.01, 0.00, 0.00], [-0.01, -0.01, 0.02], [-0.04, 0.01, 0.01], [-0.02, 0.04, -0.08], [0.00, 0.05, -0.05], [-0.04, 0.06, 0.18], [0.00, 0.00, -0.01], [0.01, -0.01, -0.02], [0.00, -0.01, -0.02], [0.05, -0.06, 0.04], [0.11, 0.05, -0.06], [-0.04, 0.01, 0.10], [-0.02, -0.01, 0.01], [-0.04, -0.01, 0.04], [-0.04, -0.03, 0.02], [0.15, -0.07, -0.07], [0.08, -0.03, -0.03], [-0.18, 0.09, 0.03], [0.00, -0.01, 0.01], [-0.02, 0.00, 0.02], [-0.03, 0.01, 0.01], [0.02, -0.01, -0.06], [-0.06, 0.03, -0.01], [0.11, -0.06, -0.12], [0.00, -0.01, 0.01], [0.02, -0.01, 0.02], [0.02, 0.00, 0.02], [-0.01, 0.01, -0.04], [0.07, -0.05, 0.04], [-0.06, -0.03, 0.03], [-0.01, 0.01, -0.02], [-0.02, 0.04, 0.01], [-0.02, 0.02, -0.01], [0.00, 0.00, -0.15], [0.05, -0.03, 0.07], [-0.03, 0.04, -0.13], [-0.01, 0.00, -0.01], [-0.02, 0.01, -0.02], [-0.02, 0.01, -0.02], [0.03, -0.04, 0.10], [0.04, 0.09, -0.02], [0.00, 0.01, 0.05], [0.00, -0.01, 0.00], [-0.01, -0.03, 0.01], [-0.02, -0.02, 0.01], [-0.05, -0.12, -0.11], [0.06, -0.02, 0.05], [-0.03, 0.09, -0.08], [-0.01, 0.00, 0.00], [-0.02, 0.01, -0.01], [-0.02, 0.00, -0.02], [0.04, -0.02, 0.03]]}

***

3.
{"formula": "C6H5NO", "method": "wB97M-V/def2-TZVPD", "energy_ev": -9832.814, "largest_force_ev_per_a": 5.59, "homo_lumo_gap_ha": 0.286, "molar_mass_g_mol": 107.112, "lumo_energy_ha": -0.048, "de_lowest_kcal_mol": 147.5, "homo_ev": -9.09, "elements": ["C", "C", "C", "C", "C", "C", "H", "H", "H", "H", "H", "N", "O"], "coordinates": [[-2.286, -0.184, -0.144], [-1.271, 0.707, 0.289], [0.026, 0.111, -0.327], [0.392, -1.188, -0.253], [2.297, -0.029, 0.304], [1.099, 0.969, -0.133], [-2.122, -1.364, -0.822], [-3.202, 0.332, 0.691], [-1.333, 1.961, 0.671], [-0.163, -2.185, -0.324], [3.349, 0.055, 0.468], [1.958, -1.310, -0.035], [1.255, 2.124, -0.385]], "atomic_forces_ev_per_a": [[-1.01, 2.65, 4.01], [-0.96, -1.65, -4.47], [-3.37, -0.61, 2.51], [2.28, -0.60, -0.35], [-1.79, -4.75, -2.34], [5.05, -0.04, 0.56], [-0.84, 4.30, 2.64], [1.36, -2.77, -3.33], [0.08, -4.53, -1.05], [0.80, 1.87, 0.38], [0.51, 0.89, 0.22], [-1.83, 4.77, 0.99], [-0.28, 0.46, 0.24]]}